The following is a quantum chemistry calculation of C12H29N2O4P3Sn as an isolated structure at a distorted geometry, from the Open Molecules 2025 dataset.

```
! wB97M-V def2-TZVPD RIJCOSX def2/J DEFGRID3
* xyz 1 2
Sn -0.59170 0.07650 0.51497
P 0.83750 -0.13636 2.72966
P -3.13878 0.75771 0.10064
N 1.17501 -0.97088 -0.08695
N -0.96186 -0.57581 -1.58099
H 1.99725 -2.07538 -1.67198
H 0.23410 -0.85886 -3.27787
H 1.95796 -0.29680 -1.85604
C 1.40263 -1.16277 -1.49810
H -0.11845 -2.34801 -2.35146
C 0.09533 -1.26943 -2.26423
H 2.50693 -2.64903 0.34377
H -2.23442 -0.88709 -3.12657
C 1.61988 -2.04749 0.72720
C -2.17168 -0.48233 -2.13770
H 2.85217 -1.20224 2.17060
C 1.81822 -1.59035 2.15163
H 1.75441 -2.39198 2.90604
H -4.18917 0.13264 0.88542
H -3.43619 2.16969 0.01206
H 0.26480 -0.55296 3.97034
H 1.75978 0.91932 3.02829
O -1.36399 -1.83124 1.47939
C -1.26840 -3.04247 1.23632
C -0.63832 -3.98749 2.17790
C -1.90071 -3.60030 0.04684
H 0.70201 -2.56535 0.62311
H 0.31921 -3.74550 2.67794
H -1.40719 -4.06345 2.97448
H -0.51520 -5.00789 1.78634
H -1.94234 -2.92263 -0.79646
H -1.48439 -4.55134 -0.25448
H -2.90683 -3.77420 0.48301
C -3.27991 0.10602 -1.52971
H -4.18286 0.09978 -2.10848
C -0.12433 3.07647 -2.55800
O -0.38672 3.22281 -1.13609
P 0.43037 2.42529 -0.01037
O 0.59475 3.47850 1.19544
C 0.29965 4.89615 1.07680
O 1.90336 2.17664 -0.61140
C 3.08631 2.92732 -0.29965
H -0.93083 3.61615 -3.04311
H -0.16319 2.01301 -2.86729
H 0.84550 3.54193 -2.81158
H 0.73679 5.32922 0.16407
H -0.78237 5.03638 1.12872
H 0.77537 5.33010 1.96985
H 3.90777 2.25730 -0.54970
H 3.11014 3.84378 -0.90401
H 3.13262 3.15691 0.77140
*
```

Properties
Gap between HOMO and LUMO (spin up / spin down) = 0.2121 / 0.2608 Ha
Molar mass = 477.0 g mol⁻¹
HOMO (spin up / spin down) = -8.12 / -9.88 eV

***

The following is a quantum chemistry calculation of a 6-piece molecular cluster, C12H29N4O20S6 overall at a distorted geometry, from the Open Molecules 2025 dataset.

```
! wB97M-V def2-TZVPD RIJCOSX def2/J DEFGRID3
* xyz 1 1
N -1.85824 0.99889 4.82400
C -2.20172 1.88723 3.72940
N -3.36245 2.72256 4.03147
S -3.61497 4.06254 2.99565
C -4.47445 2.02950 4.19983
N -4.77453 0.97128 3.38536
N -5.34578 2.43129 5.18731
H -0.90616 0.71035 4.62810
H -1.84048 1.48803 5.71282
H -2.31177 1.31670 2.80955
H -1.36219 2.56292 3.58195
H -3.15826 5.06003 3.78422
H -4.61808 0.07150 3.84802
H -5.79037 1.01918 3.27063
H -6.16711 2.95658 4.92743
H -5.12911 2.23435 6.15095
C -1.66395 -2.59066 0.25772
C -2.16603 -1.54047 1.22122
O -1.16429 -1.49620 2.25414
S 0.27589 -1.81414 1.61419
O 0.93760 -0.58592 1.35586
O 0.87738 -2.85564 2.35773
O -0.24086 -2.40620 0.21828
H -1.86816 -3.59622 0.62877
H -2.08439 -2.48165 -0.73773
H -3.13574 -1.79043 1.63842
H -2.21561 -0.55682 0.74751
C 3.05135 -2.38777 -0.74537
C 3.90002 -3.63965 -0.72042
O 4.02191 -4.01092 -2.10229
S 4.03501 -2.69398 -3.01120
O 5.37818 -2.35710 -3.31619
O 3.05759 -2.83727 -4.02681
O 3.49578 -1.66999 -1.90572
H 1.99462 -2.62493 -0.87425
H 3.18131 -1.77892 0.14520
H 3.44462 -4.44412 -0.15054
H 4.89950 -3.43791 -0.33010
C 5.15326 -2.12423 -6.83817
C 5.99908 -3.37667 -6.82953
O 6.11093 -3.73872 -8.21298
S 6.12056 -2.41333 -9.11712
O 7.45978 -2.07200 -9.42400
O 5.13506 -2.55424 -10.12299
O 5.58846 -1.39706 -7.99570
H 4.09433 -2.36014 -6.95932
H 5.29094 -1.52527 -5.94284
H 5.54568 -4.18407 -6.26225
H 7.00121 -3.17873 -6.44366
C 1.70027 5.87515 3.61523
C 2.90837 5.01473 3.91611
O 2.60431 4.40617 5.18169
S 1.03492 4.15678 5.29608
O 0.74834 2.81168 4.93668
O 0.57062 4.70934 6.51093
O 0.58064 5.09668 4.07710
H 1.72309 6.80989 4.17727
H 1.59614 6.09078 2.55578
H 3.82644 5.58980 3.98629
H 3.03043 4.22198 3.17556
C -4.27934 0.13136 -2.94998
C -5.75596 0.29838 -2.66182
O -6.15897 -0.96796 -2.11734
S -4.95166 -1.60589 -1.29152
O -5.12855 -1.31056 0.08852
O -4.72796 -2.92193 -1.75309
O -3.78642 -0.65633 -1.85110
H -4.11122 -0.42486 -3.87302
H -3.75279 1.08014 -2.99763
H -6.33416 0.52603 -3.55205
H -5.93190 1.06707 -1.90625
*
```

Properties
Gap between HOMO and LUMO = 0.2291 Ha
Molar mass = 741.8 g mol⁻¹
HOMO = -11.83 eV

***

The following is a quantum chemistry calculation of C12H30BF4N2Na7O8P as an isolated structure at a distorted geometry, from the Open Molecules 2025 dataset.

```
! wB97M-V def2-TZVPD RIJCOSX def2/J DEFGRID3
* xyz 3 1
Na -2.26758 2.12356 1.09825
Na -3.12285 -1.30746 -1.25416
Na -1.90817 -2.46543 2.71736
Na -3.13267 1.69608 -2.23822
Na -0.20530 1.09304 -1.92892
Na 0.97447 1.33955 1.51665
Na 0.00006 -2.44170 -0.99013
B -5.10687 1.40606 -0.03003
F -4.87100 0.57302 1.07918
F -6.26273 2.07445 0.31655
F -4.03122 2.27908 -0.30120
F -5.19103 0.66374 -1.20808
P -1.02377 -0.37794 0.49467
O -1.89377 0.42493 -0.49261
O -1.01433 0.16100 1.92901
O 0.41080 -0.26238 -0.10204
O -1.66495 -1.79823 0.54596
C -0.93131 3.43902 4.69783
O -1.73806 2.25190 4.55283
C -1.79862 1.41317 5.69953
C -2.26705 0.02004 5.27632
N -1.38296 -0.71018 4.36738
C -0.07013 -1.02285 4.98765
C 0.66733 -1.85123 3.92676
O 0.31354 -3.20052 4.09906
C 1.30099 -4.05215 3.44998
H -0.76335 3.99199 3.77757
H -0.06955 3.18303 5.31671
H -1.56858 4.07171 5.32695
H -2.50524 1.79838 6.43850
H -0.82352 1.34700 6.19636
H -3.26263 0.22769 4.88052
H -2.36486 -0.55331 6.19880
H -1.02629 -0.17995 3.60161
H -0.28458 -1.53876 5.92051
H 0.53693 -0.11202 5.06677
H 1.73432 -1.63891 4.07146
H 0.41934 -1.50220 2.91616
H 0.86202 -5.04605 3.34422
H 2.01212 -4.22685 4.26051
H 1.58493 -3.62714 2.48989
C 2.04276 3.40297 -2.89818
O 1.67093 2.03943 -2.97245
C 2.78735 1.17581 -2.69326
C 2.36634 -0.30704 -2.73250
N 1.82251 -0.70974 -4.04925
C 2.89195 -0.84877 -5.04583
C 2.28601 -0.88728 -6.44419
O 1.69797 -2.14339 -6.69411
C 1.03810 -2.28635 -7.92619
H 2.58129 3.63418 -1.96894
H 1.17098 4.04978 -2.76087
H 2.62822 3.73112 -3.75531
H 3.11904 1.38555 -1.66672
H 3.68916 1.33457 -3.28410
H 1.55614 -0.49954 -2.01970
H 3.23981 -0.88592 -2.43746
H 1.07410 -0.08468 -4.31642
H 3.42174 -1.77108 -4.80521
H 3.62532 -0.03706 -5.05120
H 2.96954 -0.61221 -7.24914
H 1.48660 -0.12915 -6.41852
H 1.56014 -1.96189 -8.83227
H 0.02173 -1.88143 -7.94421
H 0.98838 -3.37108 -8.05006
*
```

Properties
Energy relative to the best compared isomer or geometry (same formula, charge and spin) = 0.0 kcal/mol
Gap between HOMO and LUMO = 0.2007 Ha
Molar mass = 609.1 g mol⁻¹
HOMO = -15.71 eV